# C31H66N8O18P

8 unconnected molecules or ions with the total composition C31H66N8O18P at a distorted geometry (wB97M-V/def2-TZVPD, the OMol25 dataset).

Last column: Mulliken charge in e.
Cartesian coordinates (Å):
P (4.850, -1.343, -1.351)  0.92
O (-2.901, 1.432, 9.715)  -0.52
O (-8.272, 6.813, -1.035)  -0.53
O (4.015, -1.591, -0.155)  -0.56
O (-5.350, -1.726, -3.694)  -0.47
O (5.815, -2.528, -1.715)  -0.50
O (5.390, -6.252, -4.576)  -0.51
O (-3.487, 5.070, -0.018)  -0.50
O (-6.522, 7.074, 0.196)  -0.53
O (3.953, -1.143, -2.657)  -0.48
O (-1.188, 1.457, 11.025)  -0.53
O (-0.506, 0.278, 5.803)  -0.56
O (-1.444, -7.031, 1.061)  -0.55
O (-1.895, 6.145, 0.957)  -0.53
O (-3.227, -1.771, -4.070)  -0.51
O (-4.533, -2.159, 1.103)  -0.37
O (0.276, -1.651, 5.253)  -0.55
O (-3.292, -6.039, 0.558)  -0.57
O (4.525, -7.390, -2.965)  -0.49
N (-4.372, -1.490, -4.367)  0.86
N (-1.724, 1.261, 9.957)  0.88
N (-0.587, -0.794, 5.242)  0.97
N (-2.982, 5.609, 0.948)  0.88
N (-2.086, -6.082, 0.671)  0.93
N (5.361, -7.203, -3.823)  0.86
N (4.621, -0.191, 2.707)  0.19
N (-7.081, 6.752, -0.834)  0.89
C (2.890, -0.178, -2.545)  0.29
C (-2.458, 2.349, -1.021)  1.24
C (-1.559, 2.345, -2.277)  -0.40
C (3.553, -0.791, 3.271)  -0.75
C (-0.858, 0.771, 8.850)  -0.69
C (3.127, 2.253, 0.256)  -0.45
C (5.848, 1.243, 1.191)  -1.23
C (0.012, 4.076, -1.184)  -0.41
C (-4.600, -0.792, -5.663)  -0.77
C (2.154, 0.560, 1.866)  -0.39
C (1.512, 3.698, -1.102)  -1.01
C (6.445, -8.213, -3.972)  -0.74
C (-1.833, -1.095, 4.479)  -0.79
C (6.443, 0.104, 0.323)  -0.78
C (3.273, 1.173, 1.304)  1.59
C (-3.755, 5.615, 2.220)  -0.83
C (5.310, -4.759, -0.837)  -1.04
C (-1.344, -4.846, 0.292)  -0.64
C (-3.935, 2.053, -1.280)  -1.45
C (4.535, 0.748, 1.744)  -0.38
C (5.912, 0.091, -1.122)  -0.76
C (5.166, -3.789, -2.022)  -0.09
C (2.032, -0.225, -3.797)  -1.26
C (-4.300, 0.570, -1.294)  0.12
C (-3.705, -0.264, -0.157)  -0.21
C (-4.304, -1.665, -0.204)  -0.68
C (-0.691, 3.598, -2.462)  -1.18
C (-5.273, -3.356, 1.092)  -0.63
C (-6.213, 6.237, -1.927)  -0.44
C (1.683, 2.577, -0.087)  -1.25
C (2.297, -0.429, 2.835)  -0.85
H (-3.846, 0.175, 0.827)  0.28
H (-0.286, -5.023, 0.442)  0.34
H (-5.073, 0.159, -5.440)  0.29
H (-0.084, 1.514, 8.687)  0.28
H (3.705, 2.013, -0.631)  -0.09
H (-1.707, -4.044, 0.929)  0.19
H (-3.642, -0.650, -6.148)  0.30
H (4.361, -5.220, -0.586)  0.27
H (1.165, 0.828, 1.541)  0.68
H (-5.756, -3.508, 2.053)  0.28
H (-5.263, -1.640, -0.731)  0.47
H (5.711, -4.213, 0.010)  0.36
H (6.004, -5.552, -1.099)  0.26
H (-4.540, 2.624, -0.579)  0.41
H (7.526, 0.078, 0.375)  0.34
H (-0.965, 1.429, -2.305)  0.00
H (7.389, -7.702, -3.808)  0.30
H (-2.274, -1.985, 4.917)  0.33
H (-4.066, 0.077, -2.234)  -0.46
H (-2.499, -0.245, 4.563)  0.30
H (-2.648, -0.396, -0.389)  0.14
H (2.520, 0.346, -4.583)  0.33
H (-4.172, 2.455, -2.269)  0.38
H (-0.461, 3.698, -0.282)  0.22
H (-3.915, 6.653, 2.495)  0.30
H (-3.155, 5.104, 2.967)  0.31
H (6.755, -0.010, -1.801)  0.54
H (1.211, 2.913, 0.839)  0.64
H (-4.696, 5.106, 2.052)  0.32
H (3.566, 3.168, 0.661)  0.61
H (-1.550, -1.273, 3.446)  0.30
H (3.745, -1.525, 4.034)  0.44
H (6.104, -0.820, 0.792)  0.49
H (-3.664, -2.354, -0.766)  0.27
H (0.086, 3.337, -3.183)  0.50
H (5.639, -4.230, -2.891)  0.28
H (-1.270, 4.382, -2.941)  0.37
H (1.137, 1.695, -0.426)  0.39
H (-1.567, -4.641, -0.750)  0.26
H (-2.402, 3.323, -0.533)  -1.10
H (1.091, 0.282, -3.599)  0.18
H (-5.253, -1.421, -6.260)  0.30
H (-6.070, -3.342, 0.343)  0.34
H (6.388, -8.604, -4.983)  0.30
H (-2.222, 2.276, -3.141)  0.54
H (1.879, -1.247, -4.127)  0.41
H (-4.653, -4.229, 0.879)  0.17
H (6.508, 1.493, 2.018)  0.52
H (6.288, -8.995, -3.239)  0.31
H (-6.833, 5.987, -2.780)  0.34
H (5.541, -0.482, 3.008)  0.36
H (-2.026, 1.649, -0.306)  0.23
H (-5.701, 5.362, -1.539)  0.02
H (-1.469, 0.645, 7.967)  0.29
H (-5.504, 7.021, -2.176)  0.27
H (3.340, 0.813, -2.501)  0.07
H (2.071, 4.591, -0.829)  0.48
H (-5.385, 0.506, -1.192)  0.65
H (5.656, 2.127, 0.597)  0.41
H (-0.426, -0.173, 9.168)  0.29
H (4.116, -3.662, -2.265)  0.27
H (1.435, -0.920, 3.252)  0.58
H (-0.081, 5.158, -1.133)  0.43
H (2.273, -0.379, -1.673)  0.20
H (1.860, 3.357, -2.077)  0.18
H (5.337, 0.975, -1.372)  0.49

Force components x, y, z for each atom (eV/Å):
-0.787 -0.357 0.410
-0.020 0.007 0.007
-0.022 0.013 0.032
-0.029 0.236 0.187
0.013 -0.023 0.065
-0.060 0.316 -0.627
0.029 0.073 0.022
-0.063 0.197 -0.016
0.024 -0.018 0.049
0.364 0.214 0.146
0.014 0.012 0.035
0.074 0.002 -0.084
-0.008 -0.015 0.019
0.052 -0.046 -0.016
0.012 0.018 0.097
0.169 0.270 0.188
0.046 0.030 -0.095
-0.002 -0.137 -0.002
-0.015 0.058 0.045
-0.008 0.001 -0.142
0.003 -0.015 -0.035
-0.149 -0.035 0.007
-0.167 0.092 0.083
0.057 0.059 -0.024
0.017 -0.088 -0.004
-0.578 0.120 -0.022
0.027 -0.014 -0.039
-0.403 0.043 -0.749
0.399 0.320 0.016
-0.673 0.053 -0.055
-0.303 0.343 -0.510
-0.076 -0.040 -0.074
-0.052 0.115 0.336
-0.407 -0.705 -0.165
0.478 0.417 -0.489
0.154 0.028 -0.112
0.725 -0.302 0.177
-0.689 -0.159 -0.005
-0.014 -0.155 0.086
-0.121 0.110 0.038
-0.373 0.024 0.392
0.097 -0.271 0.124
-0.159 -0.070 0.013
0.176 0.231 -0.505
0.190 0.018 0.006
0.559 -0.173 -0.508
-0.184 0.432 -0.036
0.599 -0.682 -0.004
-0.030 -1.201 0.531
0.469 0.384 0.074
-0.609 0.210 0.798
0.209 -0.648 -0.977
-0.443 -0.111 0.180
0.285 -0.789 0.175
-0.254 -0.572 -0.125
-0.020 -0.099 -0.156
0.298 0.337 0.229
0.258 -0.110 0.148
-0.024 0.109 0.077
-0.008 -0.051 0.012
-0.099 -0.049 0.013
0.052 -0.034 0.064
0.006 -0.126 -0.144
-0.103 0.014 -0.067
0.025 -0.028 0.039
-0.088 0.019 0.132
-0.127 0.079 -0.046
0.137 0.178 0.218
-0.075 -0.009 -0.070
-0.090 -0.041 0.237
0.095 -0.091 0.132
-0.128 -0.231 0.255
0.126 0.321 -0.199
0.222 0.005 0.054
0.000 0.037 -0.095
0.058 -0.061 -0.056
0.223 0.100 -0.159
0.033 0.022 0.030
0.271 0.292 0.496
0.056 -0.198 -0.236
-0.142 0.172 0.006
-0.250 0.021 -0.014
0.064 0.009 0.023
0.063 0.086 0.011
-0.087 0.223 -0.285
-0.163 -0.086 0.056
0.001 0.023 -0.062
0.142 0.069 -0.026
0.001 -0.099 0.013
-0.001 -0.091 0.054
0.280 -0.195 0.043
0.077 -0.041 -0.050
0.008 0.125 -0.199
0.190 0.400 -0.229
-0.193 0.180 0.253
-0.023 -0.100 -0.095
-0.083 0.043 0.021
0.025 -0.126 -0.247
-0.222 -0.157 0.027
-0.089 0.037 0.051
-0.028 0.192 -0.090
0.048 0.076 -0.037
0.073 -0.087 -0.174
-0.199 -0.080 0.004
0.091 0.085 -0.024
0.097 0.094 0.034
-0.050 0.024 0.017
-0.091 0.035 0.054
0.073 0.021 -0.017
-0.180 -0.062 0.195
0.109 0.073 0.027
-0.064 0.043 0.023
0.068 -0.028 0.091
-0.037 0.128 0.357
0.309 -0.115 0.134
-0.118 -0.037 -0.152
0.208 0.240 0.018
0.075 0.051 0.058
-0.074 0.388 -0.028
-0.024 -0.077 0.141
0.008 0.113 0.103
0.232 -0.085 0.278
0.166 0.118 -0.089
0.073 0.195 -0.102

Output
Frontier orbital gap in eV: 7.7501
Total charge: +1
Max |F| in Eh/bohr: 0.026



# C5H6O2

A single C5H6O2 molecule at a distorted geometry (wB97M-V/def2-TZVPD, the OMol25 dataset).

Last column: Mulliken charge in e.
Cartesian coordinates (Å):
O (-0.167, -2.393, 0.735)  -0.56
O (-0.110, -0.187, 1.965)  -0.46
C (-0.506, 0.417, -1.630)  -0.49
C (-0.582, -0.160, -0.286)  0.15
C (0.841, 1.706, 0.089)  -0.71
C (-0.383, -0.890, 0.744)  0.37
C (-0.138, 1.240, -0.545)  0.14
H (0.373, -0.071, -2.145)  0.16
H (-0.384, -3.048, 0.059)  0.31
H (-0.051, -0.773, 2.701)  0.31
H (1.031, 1.221, 1.098)  0.24
H (-1.320, 0.467, -2.380)  0.26
H (1.396, 2.471, -0.406)  0.28

Force components x, y, z for each atom (eV/Å):
0.180 2.856 2.596
-0.452 -1.733 -2.417
0.736 -2.700 -3.886
-1.228 1.950 -0.710
3.014 2.118 3.001
0.747 -3.122 0.865
-3.018 -3.165 0.197
-0.735 0.939 0.001
-0.545 1.407 -0.551
0.065 -1.031 0.769
0.191 1.598 -1.298
0.055 0.310 1.088
0.990 0.572 0.347

Output
Frontier orbital gap in eV: 8.9548
Energy relative to the best compared isomer or geometry (same formula, charge and spin) in eV: 5.709
Total charge: 0
Max |F| in Eh/bohr: 0.093



# C21H48BF3O3P

3 unconnected molecules or ions with the total composition C21H48BF3O3P (wB97M-V/def2-TZVPD, the OMol25 dataset).

Last column: Mulliken charge in e.
Cartesian coordinates (Å):
P (-3.074, 2.050, 1.534)  -0.35
F (-7.434, -1.867, 1.376)  -0.31
F (-6.572, -3.349, 2.668)  -0.30
F (-5.836, -3.109, 0.676)  -0.28
O (-5.908, -0.621, 3.256)  -0.63
O (3.276, -0.427, -6.163)  -0.46
O (2.717, -3.167, -4.384)  -0.59
C (0.632, -2.037, -4.932)  -1.14
C (-3.783, 2.421, -0.153)  -1.20
C (0.559, 0.233, 0.321)  0.59
C (-5.256, -1.398, 2.258)  -0.08
C (1.194, -0.844, -0.588)  -0.64
C (-4.563, 2.578, 2.512)  -0.24
C (-0.537, -0.304, 1.259)  -0.39
C (3.575, 0.227, -0.457)  -0.87
C (3.953, 0.891, 0.886)  -0.77
C (3.123, -0.412, 2.962)  -0.08
C (1.719, -2.267, -3.902)  0.13
C (1.400, 0.375, 4.687)  -1.30
C (-6.268, -2.424, 1.747)  0.76
C (-4.624, -0.542, 1.165)  -1.17
C (-1.933, -0.453, 0.620)  -1.36
C (2.604, 0.756, 3.801)  -0.29
C (5.249, 0.954, -5.729)  -1.21
C (-4.599, 4.089, 2.814)  -1.28
C (4.549, -0.373, -5.516)  -0.04
C (4.298, -0.073, 2.035)  -0.99
C (2.713, -1.052, -0.432)  -0.55
B (-3.148, 0.085, 1.593)  0.90
H (-4.013, 4.653, 2.079)  0.34
H (2.898, -1.635, 0.476)  0.44
H (-2.130, -1.508, 0.376)  0.24
H (-4.495, -1.978, 2.796)  0.28
H (-5.360, 0.247, 0.929)  0.54
H (-4.164, 4.303, 3.797)  0.33
H (1.011, -0.610, 4.407)  0.33
H (1.665, 0.354, 5.748)  0.36
H (0.151, -2.981, -5.195)  0.32
H (0.110, 1.023, -0.294)  0.54
H (3.046, 0.980, -1.060)  0.31
H (-0.213, -1.281, 1.648)  0.33
H (4.340, -0.530, -4.458)  0.17
H (3.052, -1.696, -1.256)  0.34
H (4.810, 1.552, 0.698)  0.36
H (0.965, -0.650, -1.644)  0.14
H (-1.938, 0.088, -0.341)  0.31
H (3.146, 1.558, 1.212)  0.40
H (3.078, -2.759, -5.179)  0.36
H (-5.621, 4.488, 2.810)  0.34
H (-0.609, 0.367, 2.127)  0.04
H (0.707, -1.802, -0.353)  0.38
H (-5.484, 2.295, 1.978)  0.14
H (3.426, -1.215, 3.652)  0.41
H (1.069, -1.610, -5.835)  0.21
H (4.689, -1.008, 1.608)  0.43
H (5.452, 1.121, -6.790)  0.35
H (-4.370, 1.579, -0.543)  0.24
H (4.625, 1.773, -5.370)  0.31
H (-4.426, 3.309, -0.106)  0.43
H (-2.900, -0.214, 2.761)  -0.32
H (5.184, -1.199, -5.856)  0.27
H (-0.130, -1.351, -4.558)  0.31
H (-4.543, 1.998, 3.443)  0.36
H (0.570, 1.079, 4.562)  0.28
H (4.507, 0.010, -1.000)  0.41
H (2.285, -0.810, 2.377)  -0.25
H (6.200, 0.980, -5.196)  0.35
H (5.110, 0.345, 2.646)  0.44
H (1.311, -2.714, -2.996)  0.49
H (3.415, -0.303, -7.106)  0.28
H (-4.537, -1.134, 0.244)  0.33
H (-2.964, 2.629, -0.851)  0.33
H (1.326, 0.724, 0.923)  -0.87
H (2.316, 1.584, 3.144)  0.24
H (2.185, -1.317, -3.620)  -0.03
H (3.425, 1.134, 4.427)  0.45
H (-6.202, 0.189, 2.823)  0.36

Force components x, y, z for each atom (eV/Å):
-0.063 0.196 0.039
-0.277 0.301 -0.069
-0.095 -0.285 0.537
0.350 -0.193 -0.250
0.008 -0.104 -0.090
0.158 -0.097 0.030
0.000 0.070 -0.006
-0.048 -0.071 -0.028
0.206 0.039 -0.137
-0.181 0.012 0.000
0.152 -0.041 0.134
-0.076 -0.162 0.092
-0.142 0.027 0.201
0.087 0.046 -0.013
-0.091 0.104 -0.111
-0.054 0.115 0.089
-0.115 -0.121 0.060
0.031 -0.006 -0.061
-0.084 0.012 -0.145
-0.018 0.324 -0.205
-0.091 0.116 0.015
-0.054 -0.061 0.160
0.053 0.146 0.035
-0.081 0.026 -0.027
0.015 -0.034 0.038
-0.008 0.046 0.023
0.046 -0.114 -0.006
-0.072 -0.037 -0.095
-0.010 -0.250 -0.075
-0.129 -0.060 0.049
0.071 0.133 -0.050
0.109 0.065 -0.080
-0.020 0.021 -0.216
0.010 -0.142 -0.036
-0.005 -0.009 -0.153
0.049 0.120 0.083
-0.029 -0.070 -0.108
-0.013 -0.002 0.044
0.108 -0.053 0.106
0.145 -0.115 0.016
0.002 0.146 0.088
0.017 -0.021 0.010
-0.097 0.045 0.135
-0.112 -0.110 0.003
0.067 0.100 0.156
-0.058 -0.100 0.005
0.134 -0.110 -0.069
0.000 -0.013 -0.043
0.095 -0.031 0.050
-0.024 -0.074 -0.166
0.058 0.120 -0.160
0.165 -0.038 0.040
-0.021 0.073 -0.143
-0.039 0.060 -0.005
0.015 0.145 0.092
0.023 -0.004 0.004
0.030 0.157 0.040
0.010 0.001 0.011
0.130 -0.074 -0.060
-0.003 0.006 0.008
-0.007 -0.010 0.017
0.017 0.006 0.027
-0.074 0.096 -0.093
0.152 -0.096 0.065
-0.118 -0.030 0.148
0.102 0.040 0.080
0.005 -0.015 0.006
-0.106 0.000 -0.081
0.040 -0.033 0.012
-0.028 0.018 -0.030
0.036 0.031 0.124
-0.211 -0.031 0.003
0.019 -0.074 -0.065
0.047 -0.100 0.051
-0.067 0.029 0.028
-0.103 -0.009 -0.120
0.061 0.008 0.042

Output
Frontier orbital gap in eV: 5.8875
Energy relative to the best compared isomer or geometry (same formula, charge and spin) in eV: 0.000
Total charge: -1
Max |F| in Eh/bohr: 0.012



# C15H20NO3Tl

A molecular structure, C15H20NO3Tl at a distorted geometry (wB97M-V/def2-TZVPD, the OMol25 dataset).

Last column: Mulliken charge in e.
Cartesian coordinates (Å):
Tl (-1.224, 1.838, 1.415)  0.64
O (-0.861, 5.276, 1.717)  -0.53
O (0.833, 2.171, 0.157)  -0.46
O (1.258, 4.715, 1.569)  -0.52
N (0.066, 4.467, 1.561)  0.19
C (-2.181, -0.429, -2.110)  -0.59
C (1.783, 1.830, -0.642)  -0.11
C (-3.187, 0.120, -1.267)  -0.41
C (2.920, -1.862, 0.305)  -0.96
C (-0.493, -2.108, 1.811)  -0.17
C (2.645, -1.566, -1.132)  0.95
C (-1.399, 0.650, -2.609)  -0.44
C (-1.015, -0.610, 3.444)  -1.14
C (-1.945, -2.053, 1.905)  -1.04
C (1.318, -1.988, -1.688)  -0.61
C (2.957, -0.242, -1.482)  -1.48
C (-3.007, 1.529, -1.225)  -0.93
C (-2.220, -1.101, 2.928)  -0.28
C (-1.884, 1.867, -2.049)  -0.67
C (0.080, -1.217, 2.745)  -0.41
H (2.110, -2.110, 0.966)  0.06
H (0.037, -2.804, 1.152)  0.55
H (-3.613, 2.245, -0.675)  0.57
H (-3.989, -0.441, -0.782)  0.35
H (3.339, -1.019, 0.883)  0.26
H (1.609, 1.888, -1.729)  0.26
H (-1.501, 2.857, -2.231)  0.44
H (-0.577, 0.575, -3.330)  0.48
H (-3.226, -0.848, 3.272)  0.35
H (3.658, -2.702, 0.532)  0.29
H (0.526, -2.157, -0.986)  0.01
H (-2.052, -1.477, -2.347)  0.41
H (3.851, 0.316, -1.169)  0.59
H (1.111, -1.057, 2.929)  0.38
H (2.861, 1.884, -0.276)  0.24
H (-0.895, 0.088, 4.268)  0.47
H (-2.609, -2.626, 1.318)  0.47
H (0.824, -1.258, -2.352)  0.00
H (1.333, -2.923, -2.323)  0.30
H (2.761, 0.281, -2.472)  0.48

Force components x, y, z for each atom (eV/Å):
-0.637 -0.178 0.068
1.019 1.392 0.194
4.676 -2.290 -3.570
0.653 1.977 0.273
-1.748 -3.255 -0.314
-0.344 0.956 0.113
-2.882 3.687 3.307
0.323 0.078 -0.382
2.594 -1.409 1.896
-1.217 -0.319 -0.166
-1.996 5.303 0.694
-0.120 0.243 0.274
0.905 -0.027 -0.010
2.785 1.186 1.280
-0.668 -1.625 -2.474
2.104 -1.691 -2.406
0.507 -0.104 -0.332
-0.619 -0.754 -0.425
-0.568 -1.196 0.133
-2.001 -0.249 -0.135
-1.108 -0.264 -0.526
-0.112 0.344 0.175
0.012 -0.132 -0.089
0.380 0.186 -0.008
0.163 0.009 -0.774
-0.185 -0.461 0.360
0.071 0.159 -0.001
-0.174 -0.032 0.266
0.337 0.073 -0.075
-0.691 0.700 -0.696
-0.015 -0.145 1.066
0.007 -0.041 0.007
-0.262 -0.752 1.040
0.808 0.156 0.145
-1.398 -0.394 -0.176
-0.125 0.017 -0.083
-0.721 -0.365 -0.512
0.728 0.078 0.174
0.296 0.557 0.681
-0.782 -1.420 1.007

Output
Frontier orbital gap in eV: 5.1046
Energy relative to the best compared isomer or geometry (same formula, charge and spin) in eV: 2.239
Total charge: -2
Max |F| in Eh/bohr: 0.123



| no. | LUMO (eV) |
| --- | --- |
| 1 | -3.5 |
| 2 | 0.6 |
| 3 | 2.0 |
| 4 | 4.5 |